ORCA calculation (ωB97M-V/def2-TZVPD) on the molecule C9H15NP2 in a non-equilibrium geometry.

Maximum force: 4.17 eV/A
SMILES: CCc1cccc(P(C)#[PH]C)n1
Orbital gap (spin up / spin down): 7.30 / 7.31 eV
LUMO energy (spin up / spin down): -0.23 / -0.23 eV

Positions of all 27 atoms, in Å:
H  -0.62  2.43  -5.05
H  -0.51  3.41  -3.38
H  -1.94  0.56  2.56
C  -0.49  1.31  1.33
H  0.49  0.36  -4.29
H  -1.15  -1.80  4.39
H  3.42  -0.38  -2.14
P  1.14  -0.81  -1.70
C  -1.07  -2.50  3.49
H  -1.79  2.08  -3.60
H  -1.42  -3.43  3.94
C  -1.05  -1.06  1.47
C  2.80  -0.14  -1.29
H  -0.66  2.38  1.64
H  2.84  0.92  -1.08
H  0.69  1.99  -0.37
C  0.21  1.10  0.19
P  0.66  1.25  -3.24
H  -2.77  -2.02  2.19
C  -0.76  2.50  -3.89
C  0.39  -0.20  -0.13
H  -1.69  -3.09  1.68
H  3.14  -0.69  -0.39
N  -0.26  -1.26  0.41
H  -0.02  -2.73  3.44
C  -1.22  0.27  1.91
C  -1.76  -2.17  2.19

Mulliken population analysis, charges in e, atoms 1 to 4:
1 H 0.296
2 H 0.263
3 H 0.523
4 C -0.744